Formula: C4H10N2O
Source: the Open Molecules 2025 dataset
Level of theory: wB97M-V/def2-TZVPD

Calculated values
Maximum force, eV/A: 2.133
SMILES string: [H]/N=C(\ON)C(C)C
LUMO energy, eV: 0.8296
Frontier orbital gap, eV: 10.684

Geometry (Å):
H -1.25 2.38 -0.93
N -0.79 1.51 -1.20
C -0.62 0.81 -0.13
O -1.07 1.33 1.04
N -0.32 0.89 2.21
C 0.04 -0.56 -0.15
C 1.56 -0.42 -0.12
C -0.41 -1.34 -1.39
H -0.05 1.80 2.60
H -1.07 0.54 2.81
H -0.30 -1.13 0.72
H 1.92 0.13 -0.99
H 2.03 -1.41 -0.12
H 1.90 0.11 0.77
H -0.02 -2.37 -1.36
H -0.04 -0.88 -2.31
H -1.50 -1.39 -1.45

Formally, the Löwdin partial charges of the atoms, in units of the elementary charge, are as follows: 0.06, 0.16, -0.44, -0.10, 0.08, -0.38, -0.08, -0.09, 0.09, 0.09, 0.13, 0.09, 0.08, 0.07, 0.08, 0.08, 0.08